This record from OMol25 describes C27H26MoN2O2PS5Sb as an isolated structure in a non-equilibrium geometry. The level of theory is ωB97M-V/def2-TZVPD.

```
65
Properties=species:S:1:pos:R:3:nbo_charge:R:1
Mo 1.17 -0.61 -0.81 -0.188
S 1.34 -2.85 -1.61 -0.547
Sb 1.63 -1.35 -3.43 0.783
S 3.83 -0.58 -2.65 -0.318
S 3.11 0.38 -0.85 -0.048
O 0.15 0.60 1.98 -0.488
N -0.57 1.59 1.50 -0.139
C -1.17 2.54 2.05 0.092
C -1.88 3.35 1.04 -0.080
C -2.58 4.50 1.36 -0.186
C -3.22 5.21 0.35 -0.177
C -3.16 4.77 -0.96 -0.193
C -2.46 3.62 -1.28 -0.180
C -1.83 2.89 -0.28 -0.339
P -0.84 1.40 -0.70 1.102
C 0.23 2.09 -2.02 -0.408
C 0.05 1.79 -3.36 -0.169
C 0.87 2.36 -4.33 -0.216
C 1.85 3.26 -3.96 -0.195
C 1.99 3.62 -2.62 -0.192
C 1.19 3.04 -1.66 -0.203
C -2.11 0.16 -1.13 -0.404
C -1.70 -1.16 -1.34 -0.085
C -2.59 -2.17 -1.63 -0.225
C -3.95 -1.87 -1.72 -0.170
C -4.38 -0.57 -1.51 -0.197
C -3.47 0.44 -1.22 -0.173
H 0.45 0.24 1.07 0.405
H -1.17 2.75 3.12 0.208
H -2.62 4.85 2.38 0.226
H -3.76 6.12 0.60 0.231
H -3.66 5.33 -1.74 0.231
H -2.41 3.29 -2.31 0.229
H -0.72 1.08 -3.66 0.213
H 0.74 2.09 -5.37 0.224
H 2.50 3.70 -4.71 0.227
H 2.75 4.33 -2.33 0.226
H 1.33 3.31 -0.62 0.216
H -0.66 -1.49 -1.26 0.154
H -2.23 -3.18 -1.78 0.235
H -4.66 -2.65 -1.93 0.230
H -5.43 -0.33 -1.57 0.229
H -3.83 1.45 -1.05 0.231
C 3.34 0.57 4.01 -0.289
O 2.85 -0.68 4.53 -0.479
C 2.69 -1.77 3.78 0.011
S 2.23 -3.17 4.41 0.042
S 3.05 -1.35 2.06 0.439
H 3.36 1.23 4.87 0.231
H 2.67 0.96 3.25 0.203
H 4.36 0.45 3.62 0.205
N 2.69 -2.77 1.04 -0.774
C 1.80 -3.86 1.43 0.211
C 2.31 -5.12 1.61 -0.236
C 1.44 -6.15 1.92 -0.182
C 0.08 -5.90 2.04 -0.185
C -0.42 -4.62 1.84 -0.177
C 0.45 -3.58 1.53 -0.243
H 3.58 -3.12 0.67 0.447
H 2.21 -2.27 0.17 0.463
H 3.38 -5.31 1.53 0.228
H 1.82 -7.15 2.08 0.234
H -0.60 -6.71 2.28 0.232
H -1.48 -4.42 1.93 0.229
H 0.08 -2.57 1.39 0.218
```

Calculated values
Total charge: +1
Multiplicity: 2
F_max: 0.0407 Eh/bohr
HOMO-LUMO gap (spin up / spin down): 6.3 / 6.2 eV
Expectation value of S²: 1.111
HOMO energy (spin up / spin down): -9.83 / -9.61 eV
Lowest unoccupied orbital energy (spin up / spin down): -3.58 / -3.37 eV
Relative energy (zero: lowest compared OMol25 entry of this formula, charge and spin): 173.72 kcal/mol

---

This record from OMol25 describes a 7-piece molecular cluster, C27H27B2N4O17 overall. The level of theory is ωB97M-V/def2-TZVPD.

```
77
Properties=species:S:1:pos:R:3:mulliken_charge:R:1
N -1.00 0.42 -0.12 1.223
H -0.90 1.16 0.60 0.622
H -0.89 -0.49 0.32 0.211
H -0.26 0.49 -0.85 0.134
H -1.90 0.44 -0.62 0.736
O 3.27 -6.76 2.55 -0.570
C 3.10 -6.00 1.65 0.583
O 1.91 -5.63 1.14 -0.516
B 2.12 -4.64 0.10 1.226
O 3.57 -4.41 0.03 -0.543
C 4.18 -5.16 0.93 0.606
O 5.36 -5.18 1.16 -0.628
O 1.62 -5.03 -1.25 -0.537
C 0.67 -4.22 -1.65 0.253
O 0.05 -4.26 -2.68 -0.658
C 0.51 -3.13 -0.56 0.528
O 1.37 -3.38 0.38 -0.372
O -0.28 -2.23 -0.59 -0.526
O -1.20 -1.00 2.34 -0.712
C -0.13 -1.39 2.76 0.742
O 0.07 -2.27 3.70 -0.610
B 1.53 -2.44 3.94 1.200
O 2.16 -1.50 2.98 -0.620
C 1.25 -0.87 2.29 0.753
O 1.43 -0.01 1.46 -0.548
O 1.96 -3.82 3.77 -0.337
C 2.55 -4.24 4.88 0.633
O 2.99 -5.34 5.08 -0.572
C 2.48 -3.09 5.91 0.396
O 1.87 -2.07 5.33 -0.580
O 2.92 -3.12 7.03 -0.610
C -1.76 5.12 -0.96 -0.491
C -0.29 5.14 -1.40 -0.461
C -0.13 3.86 -2.22 -0.623
O -1.14 2.97 -1.76 -0.065
C -2.28 3.74 -1.39 -0.589
H -2.36 5.90 -1.43 0.343
H -1.85 5.28 0.11 0.208
H 0.35 5.16 -0.52 -0.003
H -0.05 6.05 -1.95 0.402
H 0.84 3.39 -2.17 0.405
H -0.35 4.06 -3.28 0.367
H -2.84 3.23 -0.61 0.308
H -2.93 3.85 -2.27 0.338
N -3.14 -0.40 -1.87 -0.160
C -2.75 -1.47 -2.56 -0.233
C -3.62 -2.25 -3.31 -1.017
C -4.96 -1.90 -3.33 -0.089
C -5.38 -0.80 -2.60 -0.665
C -4.43 -0.08 -1.90 -0.342
H -1.69 -1.72 -2.52 0.515
H -3.26 -3.08 -3.89 0.437
H -5.70 -2.52 -3.83 0.381
H -6.44 -0.57 -2.54 0.375
H -4.74 0.77 -1.30 0.385
N 0.99 0.37 -2.17 -0.269
C 2.18 -0.17 -1.92 -0.302
C 3.27 -0.03 -2.76 -1.133
C 3.09 0.64 -3.96 -0.187
C 1.85 1.19 -4.24 -0.983
C 0.82 0.98 -3.34 -0.479
H 2.24 -0.74 -0.99 0.549
H 4.19 -0.53 -2.49 0.457
H 3.92 0.76 -4.64 0.385
H 1.67 1.73 -5.16 0.433
H -0.19 1.33 -3.53 0.651
N -0.71 2.47 1.89 -0.282
C 0.10 3.50 1.66 -0.505
C 0.24 4.56 2.53 -0.858
C -0.38 4.50 3.78 -0.157
C -1.14 3.38 4.07 -0.886
C -1.29 2.42 3.08 -0.413
H 0.66 3.46 0.73 0.663
H 0.86 5.41 2.27 0.386
H -0.30 5.35 4.44 0.393
H -1.58 3.27 5.05 0.396
H -1.98 1.59 3.23 0.509
```

Calculated values
Total charge: -1
F_max: 0.0178 Eh/bohr
HOMO-LUMO gap: 8.6 eV
HOMO energy: -6.70 eV
Lowest unoccupied orbital energy: 1.85 eV
Relative energy (zero: lowest compared OMol25 entry of this formula, charge and spin): 0.00 kcal/mol

---

This record from OMol25 describes C27H27BrMoN4O3S as an isolated structure. The level of theory is ωB97M-V/def2-TZVPD.

```
64
Properties=species:S:1:pos:R:3:nbo_charge:R:1
Mo 0.75 0.95 -0.50 1.174
Br 4.85 -4.03 3.41 0.158
C 3.87 -2.63 2.63 -0.113
C 3.67 -1.45 3.35 -0.130
C 2.97 -0.40 2.79 -0.252
C 2.47 -0.54 1.51 0.387
O 1.84 0.48 0.90 -0.581
C 2.62 -1.73 0.80 -0.200
C 1.97 -1.92 -0.46 0.226
N 1.15 -1.10 -1.06 -0.480
C 0.49 -1.58 -2.24 0.077
C 0.47 -2.88 -2.68 -0.168
C -0.21 -3.23 -3.85 -0.174
C -0.90 -2.30 -4.57 -0.138
C -0.95 -0.96 -4.11 -0.101
C -1.71 0.05 -4.76 -0.063
C -1.75 1.30 -4.22 -0.257
C -1.02 1.57 -3.06 0.101
N -0.28 0.66 -2.43 -0.493
C -0.24 -0.61 -2.95 0.211
C 3.35 -2.78 1.37 -0.146
H 4.06 -1.36 4.35 0.257
H 2.80 0.52 3.35 0.253
H 2.18 -2.87 -0.94 0.210
H 0.96 -3.68 -2.13 0.233
H -0.20 -4.26 -4.18 0.252
H -1.44 -2.56 -5.47 0.247
H -2.25 -0.19 -5.66 0.252
H -2.32 2.09 -4.67 0.261
H -1.04 2.56 -2.63 0.229
H 3.49 -3.70 0.82 0.244
O 2.50 4.01 4.99 -0.631
C 1.79 3.11 4.29 0.765
O 1.28 2.17 4.81 -0.536
C 1.71 3.29 2.80 -0.148
C 2.88 3.44 2.03 -0.152
C 2.82 3.38 0.66 -0.203
C 1.57 3.23 0.03 -0.195
S 1.43 2.79 -1.66 0.226
C 0.39 3.21 0.79 -0.294
C 0.48 3.20 2.20 -0.100
H 2.76 4.77 4.46 0.498
H 3.84 3.55 2.51 0.247
H 3.72 3.44 0.06 0.254
H -0.57 3.35 0.31 0.245
H -0.41 3.15 2.81 0.243
C -3.44 -0.73 1.82 -0.632
C -3.19 -0.98 0.34 0.100
C -4.03 -0.04 -0.53 -0.645
C -3.49 -2.43 -0.02 -0.613
N -1.73 -0.83 0.06 -0.456
N -1.24 0.51 0.25 -0.625
H -4.47 -0.95 2.06 0.248
H -3.27 0.32 2.10 0.197
H -2.80 -1.36 2.43 0.233
H -5.08 -0.25 -0.39 0.256
H -3.80 -0.18 -1.59 0.209
H -3.90 1.02 -0.28 0.195
H -4.54 -2.65 0.16 0.241
H -2.89 -3.11 0.59 0.232
H -3.28 -2.63 -1.07 0.207
H -1.57 -1.06 -0.92 0.355
H -1.21 0.65 1.26 0.410
H -1.92 1.19 -0.10 0.392
```

Calculated values
Total charge: +2
F_max: 0.0015 Eh/bohr
HOMO-LUMO gap (spin up / spin down): 6.7 / 6.7 eV
HOMO energy (spin up / spin down): -14.04 / -14.04 eV
Lowest unoccupied orbital energy (spin up / spin down): -7.31 / -7.31 eV
Relative energy (zero: lowest compared OMol25 entry of this formula, charge and spin): 22.65 kcal/mol